Density functional theory data (the ωB97M-V functional and the def2-TZVPD basis) for a cluster of 12 separate species, C10H44N4O16 in total.

Values from the calculation:
- Frontier orbital gap: 8.2908 eV
- SMILES: NC(N)=O.NC(N)=O.OCCO.OCCO.OCCO.OCCO.O.O.O.O.O.O
- Highest occupied orbital energy: -8.7 eV
- E_LUMO: -0.46 eV

CARTESIAN COORDINATES (ANGSTROEM)
H1 0.49503 -1.85648 2.24581
O1 -0.27989 0.55875 -2.08799
O2 0.84167 -3.51666 -1.13577
O3 -2.72972 -2.67588 2.90963
H2 -4.75386 2.13545 -2.66730
C1 -1.99941 -1.68384 -4.20052
C2 4.23858 -1.76782 -0.79423
H3 -1.85663 4.44660 0.81583
O4 1.76920 -2.28892 -3.58958
H4 -0.32960 -2.75415 3.66700
H5 0.95643 -4.16460 2.08935
N1 -1.95041 3.53075 1.23118
O5 0.06189 -3.85978 1.92063
H6 -3.58740 0.53297 -1.51798
H7 1.35193 1.85021 -0.14302
H8 0.57871 1.25389 2.22670
O6 2.49877 1.34351 -3.12355
H9 -1.19638 1.20843 5.60277
H10 -2.49747 -3.27532 3.62261
H11 -2.03882 0.09391 -5.16482
C3 -1.63144 -2.19087 2.11662
O7 -2.90732 -2.21291 -4.81064
O8 4.59649 -2.44375 1.51106
O9 2.01751 1.43869 5.17413
H12 -1.13746 0.98602 -2.02798
H13 6.16242 -1.81145 -1.04694
H14 3.43196 -1.57934 -1.50269
N2 -0.56338 4.50042 2.54038
N3 -1.58882 -0.54732 -4.52731
H15 2.69100 1.36602 -4.06098
H16 1.06882 1.56217 5.14336
H17 2.71083 -2.53411 0.56695
H18 1.58538 1.06181 -3.07256
H19 1.10672 -1.72742 -3.99217
H20 0.06274 4.76951 3.28581
H21 -1.78959 -2.20630 1.03826
O10 5.39128 -2.22649 -1.44024
O11 -3.08756 1.33183 -1.70123
C4 0.56797 1.20703 0.25681
H22 -0.43476 -0.72899 -0.51083
O12 -1.80038 2.75193 3.19707
H23 -0.96364 -0.22456 -3.80269
H24 -4.04988 4.43155 -2.90503
H25 1.97326 -0.74560 2.58962
H26 -4.47101 2.70563 -1.11518
O13 -0.68553 1.96079 5.30404
C5 -3.26588 3.72550 -2.63131
C6 -0.22550 -2.59680 2.59346
N4 -1.38726 -2.13356 -3.16696
H27 2.16433 0.90011 5.95170
H28 4.03104 -1.89473 2.05919
C7 0.20116 0.09429 -0.83629
H29 2.29205 -1.58316 3.80978
H30 -1.81641 -1.11803 2.17037
H31 1.44340 -2.44714 -2.70355
C8 -3.93059 2.45332 -2.02754
H32 -0.67299 -1.66933 -2.62435
H33 -1.74910 3.92942 -3.67173
H34 1.12067 -0.31815 -1.25161
H35 4.41266 -0.80494 -0.31397
H36 -0.47925 5.03022 1.68462
O14 -2.53464 3.41094 -3.86070
H37 3.92099 -3.75094 0.03434
H38 -0.00347 -3.56143 -0.68857
O15 2.67141 -1.26263 2.99149
H39 -2.44911 4.05462 -1.98892
H40 -1.10337 2.22429 4.48416
H41 -1.69435 -3.02787 -2.81200
C9 -1.40645 3.53807 2.41150
O16 0.98425 0.72668 1.53447
H42 -2.89121 3.24653 1.46402
C10 3.76619 -2.72689 0.37414
H43 -0.21278 1.95986 0.36537
H44 0.98597 -4.40360 -1.46553

***

Density functional theory data (the ωB97M-V functional and the def2-TZVPD basis) for a structure of composition C10H4BrNO5Rh.

Values from the calculation:
- Frontier orbital gap (spin up / spin down): 9.4200 / 4.7361 eV
- Expectation value of S²: 6.024
- 2S+1: 5
- Total charge: +3
- Highest occupied orbital energy (spin up / spin down): -20.9 / -21.1 eV
- E_LUMO (spin up / spin down): -11.45 / -16.34 eV

CARTESIAN COORDINATES (ANGSTROEM)
C1 -0.79298 -0.93987 1.19143
O1 0.11732 -3.97634 -1.47753
Br1 -1.85550 -2.21429 3.52075
N1 0.07206 -0.18782 0.50798
O2 -2.94370 0.04513 -1.48368
O3 3.06069 0.01073 -1.59962
O4 -0.13911 5.24412 -1.61231
H1 -1.42788 -1.61347 0.64230
O5 -0.00235 0.02601 -4.82009
C2 0.02325 -0.33166 -3.70096
C3 0.76695 0.80472 1.09132
C4 -0.76494 -0.90070 2.58601
C5 1.93362 -0.24802 -1.68828
H2 1.35296 1.49241 0.47591
C6 0.79340 0.91837 2.47940
C7 0.03971 0.02614 3.25237
H3 0.02570 0.01007 4.35405
Rh1 0.05520 -0.86052 -1.91537
C8 -1.83042 -0.23554 -1.64889
H4 1.40331 1.63662 2.96435
C9 0.02115 4.12134 -1.49085
C10 0.09156 -2.82744 -1.62829

***

Density functional theory data (the ωB97M-V functional and the def2-TZVPD basis) for a structure of composition C10H4CaN2O4.

Values from the calculation:
- Frontier orbital gap: 8.2474 eV
- ΔE to the lowest compared entry with this formula, charge and spin: 2.9 kJ/mol
- Total charge: +2
- Highest occupied orbital energy: -16.9 eV
- E_LUMO: -8.62 eV

CARTESIAN COORDINATES (ANGSTROEM)
H1 -0.49235 -2.10167 -0.47723
C1 -1.40294 -1.28740 2.69772
C2 -1.22747 -2.05350 1.55750
C3 -0.38154 0.53825 1.48948
C4 -0.71009 -1.48184 0.40025
C5 0.55602 -1.40287 -3.29878
O1 -0.25909 2.49961 -5.10917
C6 -0.35743 1.85154 -4.17105
O2 1.30233 3.25335 -0.77071
C7 -1.04143 0.86412 3.85650
N1 -1.18741 1.47232 4.85030
C8 -0.91312 0.02012 2.66914
Ca1 -0.82737 0.44054 -1.89612
N2 -0.40563 -0.17034 0.34059
O3 5.01291 0.29671 -1.72926
O4 1.06908 -2.21203 -3.96098
C9 3.89238 0.34113 -1.96406
H2 -1.84303 -1.65747 3.64238
H3 0.07995 1.53655 1.42431
H4 -1.56260 -3.07013 1.57266
C10 0.69884 2.32299 -1.12348